[1]
{"formula": "C8H18NO2PS", "method": "ωB97M-V/def2-TZVPD", "orbital_gap_ev": 9.1, "charge": 0, "de_lowest_kj_mol": 275.3, "smiles": "CC1(C)N[C@H]([P@@](C)(=O)O)C(C)(C)S1", "species": ["S", "P", "O", "O", "N", "C", "C", "C", "C", "C", "C", "C", "C", "H", "H", "H", "H", "H", "H", "H", "H", "H", "H", "H", "H", "H", "H", "H", "H", "H", "H"], "positions_angstrom": [[-1.89, 1.13, 0.51], [2.26, -0.31, 0.15], [3.34, 0.61, -0.30], [2.23, -0.38, 1.76], [-0.48, -1.17, 0.10], [-1.80, -0.75, 0.19], [-2.75, -1.52, 1.17], [0.03, 2.53, -1.13], [-2.35, -0.75, -1.39], [0.62, 2.06, 1.16], [0.56, 0.18, -0.46], [-0.14, 1.49, -0.03], [2.66, -2.07, -0.50], [3.03, -2.04, -1.57], [0.50, 0.02, -1.55], [-0.70, 2.45, -2.06], [0.05, 2.90, 1.64], [1.06, 2.39, -1.63], [3.44, -2.25, 0.14], [-2.08, -1.67, -1.91], [2.81, 0.20, 2.20], [-0.01, 3.48, -0.85], [0.60, 1.29, 2.00], [-2.67, -2.67, 0.93], [1.94, -2.93, -0.43], [-3.43, -0.80, -1.31], [1.66, 2.30, 0.84], [-0.14, -1.35, 0.98], [-2.19, 0.14, -1.93], [-3.77, -1.22, 1.16], [-2.38, -1.31, 2.11]]}

***

[2]
{"formula": "C8H18NO2PSSn", "method": "ωB97M-V/def2-TZVPD", "orbital_gap_ev": 1.5, "charge": 2, "species": ["Sn", "S", "P", "O", "O", "N", "C", "C", "C", "C", "C", "C", "C", "C", "H", "H", "H", "H", "H", "H", "H", "H", "H", "H", "H", "H", "H", "H", "H", "H", "H", "H"], "positions_angstrom": [[4.58, 3.84, 1.26], [-5.31, 0.12, 1.36], [-4.36, -0.42, -0.48], [3.42, 0.89, -0.99], [4.40, 1.49, 0.91], [-3.77, 1.08, -1.14], [3.47, 1.61, 0.08], [2.93, -0.49, -0.69], [-0.50, -1.90, 0.52], [-1.52, -0.93, -0.19], [1.39, -0.49, -0.50], [-2.94, -1.53, 0.01], [0.90, -1.95, -0.17], [2.40, 2.71, 0.36], [-3.05, -1.73, 1.10], [1.54, 2.33, 0.94], [0.94, -0.23, -1.48], [2.88, 3.56, 0.92], [-4.35, 1.25, -1.97], [1.10, 0.22, 0.30], [-1.25, -0.77, -1.25], [-4.25, 0.49, 2.14], [-4.07, 1.82, -0.49], [0.90, -2.57, -1.08], [3.16, -1.20, -1.51], [3.48, -0.83, 0.21], [-0.93, -2.92, 0.41], [-2.98, -2.53, -0.46], [1.99, 3.13, -0.59], [-1.39, 0.05, 0.31], [-0.43, -1.70, 1.60], [1.61, -2.42, 0.55]]}